# 1
The following is a DFT calculation (wB97M-V/def2-TZVPD) of a structure of composition C16H16CoN4O3S.

Summary:
2S+1: 4
Kohn-Sham gap (alpha / beta) in hartree: 0.2473 / 0.2533
HOMO (alpha / beta) in eV: -7.3 / -7.5
LUMO energy (alpha / beta) in eV: -0.5 / -0.6

```
41
C16H16CoN4O3S wB97M-V/def2-TZVPD
Co -0.895 -0.269 -2.377
N -1.387 3.820 -1.097
C -1.264 2.460 -1.219
S -0.968 1.957 -2.890
N -1.479 1.734 -0.149
N -1.338 0.355 -0.367
C -1.491 -0.399 0.648
C -1.272 -1.874 0.486
C -2.193 -2.795 0.355
C -2.029 -4.099 -0.306
C -2.117 -4.172 -1.630
C -2.315 -3.005 -2.574
N -1.666 -1.941 -2.535
H -1.459 4.331 -1.956
H -1.320 4.324 -0.202
H -1.797 0.003 1.620
H -3.203 -2.543 0.569
H -1.830 -4.984 0.318
H -2.124 -5.123 -2.188
H -2.955 -3.254 -3.459
C 1.962 4.384 0.004
O 2.198 3.440 1.020
C 2.132 2.139 0.758
C 2.721 1.361 1.846
C 2.496 0.079 1.850
C 1.745 -0.573 0.785
C 0.984 -1.682 1.091
C 0.958 -2.467 2.383
O 0.060 -2.146 0.199
C 1.466 0.167 -0.471
O 0.986 -0.355 -1.474
C 1.647 1.580 -0.394
H 2.041 5.351 0.507
H 1.074 4.222 -0.558
H 2.810 4.400 -0.687
H 3.182 2.003 2.600
H 2.774 -0.484 2.722
H 0.708 -3.527 2.090
H 0.097 -2.193 2.953
H 1.883 -2.450 2.901
H 1.181 2.225 -1.174
```


# 2
The following is a DFT calculation (wB97M-V/def2-TZVPD) of an isolated molecule of C16H16N2O.

Summary:
2S+1: 1
SMILES string: CN(C)C1=CC=c2oc(-c3ccccc3)nc2=CC1
Kohn-Sham gap in hartree: 0.2596
HOMO in eV: -6.9
LUMO energy in eV: 0.2

```
35
C16H16N2O wB97M-V/def2-TZVPD
C 4.648 -0.353 1.772
N 3.372 -0.892 2.306
C 3.405 -1.522 3.680
C 2.033 -0.627 1.767
C 1.986 0.563 1.161
C 0.788 1.184 0.731
C -0.300 0.553 0.300
O -1.082 1.298 -0.434
C -1.825 0.374 -1.074
C -2.791 0.805 -2.167
C -3.000 -0.017 -3.315
C -3.843 0.310 -4.350
C -4.571 1.533 -4.202
C -4.461 2.299 -3.023
C -3.555 2.003 -1.997
N -1.543 -0.899 -0.845
C -0.543 -0.819 0.117
C 0.047 -1.806 0.800
C 0.908 -1.588 2.018
H 4.602 -0.166 0.686
H 4.994 0.598 2.316
H 5.477 -1.021 1.847
H 3.235 -0.816 4.371
H 4.281 -2.031 3.845
H 2.714 -2.345 3.729
H 2.811 1.338 1.041
H 0.801 2.181 0.433
H -2.420 -0.869 -3.218
H -3.917 -0.432 -5.120
H -5.285 1.949 -4.864
H -5.087 3.193 -2.887
H -3.326 2.706 -1.281
H -0.264 -2.866 0.653
H 1.311 -2.610 2.276
H 0.403 -1.207 2.927
```


# 3
The following is a DFT calculation (wB97M-V/def2-TZVPD) of a structure of composition C16H16N2O4Ru.

Summary:
2S+1: 6
Total charge: +1
Kohn-Sham gap (alpha / beta) in hartree: 0.2474 / 0.2558
HOMO (alpha / beta) in eV: -10.2 / -12.8
LUMO energy (alpha / beta) in eV: -3.5 / -5.8

```
39
C16H16N2O4Ru wB97M-V/def2-TZVPD
Ru -0.456 0.957 -0.395
O 3.533 1.804 -0.603
C 2.302 1.378 -0.825
O 1.356 1.713 0.035
C 1.986 0.598 -1.946
C 2.756 0.212 -3.072
C 2.131 -0.463 -4.087
C 0.738 -0.757 -4.052
C 0.048 -0.369 -2.941
N 0.672 0.234 -1.923
C -1.427 -0.506 -2.666
O -2.206 -1.077 -3.357
O -1.798 0.119 -1.496
H 3.539 2.382 0.172
H 3.803 0.474 -3.127
H 2.705 -0.756 -4.955
H 0.230 -1.253 -4.865
C 0.071 -2.293 -0.183
N -0.071 -1.144 0.725
C 1.142 -1.008 1.551
C -1.268 -1.316 1.579
C -1.636 0.008 2.172
C -2.242 0.177 3.402
C -2.571 1.459 3.835
C -2.293 2.572 3.051
C -1.676 2.416 1.818
C -1.364 1.126 1.381
H 0.173 -3.214 0.399
H 0.960 -2.171 -0.798
H -0.811 -2.377 -0.815
H 1.281 -1.912 2.152
H 1.054 -0.146 2.209
H 2.008 -0.881 0.903
H -1.081 -2.082 2.338
H -2.078 -1.671 0.937
H -2.461 -0.678 4.030
H -3.042 1.592 4.800
H -2.552 3.562 3.401
H -1.456 3.290 1.214
```


Number 1: DFT total energy -77412.3851 eV, molar mass 403.329 g mol⁻¹. Number 2: DFT total energy -21875.4914 eV, molar mass 252.317 g mol⁻¹. Number 3: DFT total energy -30595.1200 eV, molar mass 401.384 g mol⁻¹.